{"formula": "C4H7Br3MgN", "method": "ωB97M-V with the def2-TZVPD basis set", "energy_ha": -8133.68941, "molar_mass_da": 333.1, "lumo_energy_ev": 2.074, "de_lowest_ev": 3.249, "total_charge": -1, "symbols": ["H", "H", "Br", "H", "C", "N", "Br", "H", "C", "C", "H", "Br", "H", "H", "C", "Mg"], "positions_angstrom": [[-1.38782, 1.06978, 2.28804], [-0.71322, 1.89282, 1.04314], [3.78570, -5.00675, 0.46139], [-3.19565, 0.87321, 0.77147], [0.19292, 0.09194, 1.06573], [1.18978, -0.50805, 0.97004], [3.43322, -1.03808, -3.10925], [-3.01826, 0.74250, -1.71144], [-1.03231, 0.87689, 1.27586], [-2.08245, 1.03176, -1.23321], [-1.37757, 0.46856, -1.84479], [6.50515, -0.56188, 0.86790], [-2.29388, -0.51496, 0.32453], [-1.94392, 2.11060, -1.30411], [-2.25156, 0.57418, 0.31609], [4.18980, -2.10251, -0.18142]], "atomic_forces_ev_per_a": [[0.386, -1.114, 0.308], [0.170, 0.289, -0.298], [0.174, 1.780, -0.329], [0.203, 0.548, -0.179], [1.356, -1.407, 0.597], [-1.955, 1.174, -0.021], [0.272, -0.531, 1.484], [-0.311, 0.414, 0.037], [-0.742, 1.748, -1.430], [-1.042, -0.694, 1.792], [0.628, 0.167, 0.659], [-1.463, -0.928, -0.533], [-0.274, -0.151, -0.247], [0.110, -0.122, -0.133], [1.735, -0.991, -1.147], [0.754, -0.181, -0.559]]}

---

{"formula": "C13H35NO4", "method": "ωB97M-V with the def2-TZVPD basis set", "energy_ha": -871.90737, "smiles": "COC[C@H](C)N.CC(C)O.CC(C)O.CC(C)O", "molar_mass_da": 269.4, "lumo_energy_ev": 0.682, "total_charge": 0, "symbols": ["H", "C", "H", "C", "C", "H", "C", "H", "H", "O", "H", "O", "H", "O", "C", "C", "H", "H", "C", "O", "C", "H", "H", "H", "H", "H", "H", "H", "H", "H", "H", "C", "H", "H", "H", "H", "H", "H", "N", "H", "C", "H", "H", "H", "C", "H", "C", "H", "H", "H", "H", "C", "H"], "positions_angstrom": [[-28.56033, -3.19115, -20.20992], [-22.28310, 0.16232, -15.16070], [-15.10554, 6.34372, -17.48718], [-23.16976, 1.26412, -14.56337], [-29.05596, -2.47716, -19.55215], [-21.24885, 0.45940, -14.98700], [-16.85714, 7.09070, -18.49486], [-23.44731, 2.35766, -16.24030], [-15.95365, 7.73202, -16.17000], [-24.47662, 0.71768, -14.73902], [-30.25971, -5.59480, -13.41797], [-28.57289, -4.01006, -13.06743], [-28.65975, -0.73910, -18.35836], [-27.15492, -2.13885, -18.34167], [-28.81395, -4.97413, -12.00126], [-28.07921, -1.41331, -18.98805], [-16.40947, 4.31469, -18.28226], [-27.43064, -1.34302, -21.10775], [-16.40516, 8.80409, -19.99707], [-16.31795, 8.41059, -18.61811], [-16.65861, 4.80907, -17.34332], [-24.47856, 0.27786, -15.59233], [-28.06558, 0.15525, -20.40313], [-30.27645, -6.63429, -11.99131], [-17.39256, 9.13276, -20.32132], [-29.82294, -1.93864, -20.10878], [-29.54215, -3.08465, -18.78882], [-27.95388, -5.44733, -11.52748], [-22.47690, 0.23034, -16.23116], [-15.92262, 6.25041, -15.49826], [-16.04802, 4.34958, -16.56605], [-29.76929, -4.19089, -11.07649], [-29.07062, -6.84891, -13.02698], [-15.90524, 8.21601, -20.76673], [-17.94280, 7.15725, -18.42416], [-30.17250, -4.81722, -10.28073], [-22.99813, 1.39010, -13.49437], [-29.22338, -3.34837, -10.65194], [-16.47362, 6.87157, -16.07329], [-30.61315, -3.71610, -11.57708], [-29.64188, -6.01297, -12.62328], [-22.01932, 2.87691, -15.26504], [-16.79885, 6.44150, -19.36851], [-15.78221, 9.69305, -20.09596], [-16.18720, 6.28354, -17.36687], [-22.32407, -0.86867, -14.80929], [-23.06749, 2.57865, -15.24282], [-26.46870, -0.31422, -20.04524], [-17.72135, 4.71815, -17.11875], [-23.67036, 3.38889, -14.83278], [-27.64788, -2.72823, -17.76616], [-27.46281, -0.73129, -20.20616], [-28.27594, -3.18825, -12.66986]], "atomic_forces_ev_per_a": [[0.262, 0.283, -0.083], [1.492, 1.538, 0.020], [0.207, -0.339, -0.740], [-0.663, -2.193, 0.738], [-0.807, 0.814, -0.267], [0.331, -0.024, -0.348], [-0.181, -0.821, 0.484], [0.276, 0.547, -0.400], [-0.061, 0.584, 0.891], [-0.957, 0.490, 0.697], [0.015, -0.004, 0.075], [1.074, -0.908, 0.129], [0.229, 0.408, 0.180], [2.597, -0.913, 2.243], [-2.418, 2.063, -0.145], [-2.031, -1.057, -2.989], [-0.153, -0.079, -0.024], [-0.058, -0.172, 0.219], [1.056, 1.905, 0.309], [-0.071, -1.343, -1.792], [0.885, 0.884, -0.278], [-0.150, -0.046, -0.073], [-0.184, -0.022, -0.384], [-0.278, 0.739, 0.728], [-0.310, -0.502, 0.181], [-0.303, -0.309, -0.169], [-0.102, 0.217, 0.335], [0.350, 0.715, 0.087], [0.232, -0.411, -0.237], [0.031, 0.393, 1.024], [-0.295, -0.386, 0.105], [0.863, 0.053, 1.005], [0.520, 0.313, -0.701], [-0.375, -1.170, 0.426], [-0.265, 0.120, 0.862], [0.131, 0.068, 0.181], [-0.135, -0.270, 0.159], [0.076, 0.017, 0.460], [0.129, -0.050, -0.242], [0.098, -0.480, -0.551], [-0.578, -2.621, -1.362], [-0.009, 0.255, -0.249], [0.863, 0.440, -0.695], [-0.129, 0.444, 0.417], [-1.430, -0.135, -0.955], [-0.797, 0.284, 0.267], [0.385, 0.112, -0.857], [0.134, -0.293, 0.341], [0.096, 0.052, 0.027], [-0.021, -0.294, 0.279], [0.372, -0.237, 0.291], [-0.094, 1.287, 0.305], [0.150, 0.052, 0.076]]}

---

{"formula": "C6H13P", "method": "ωB97M-V with the def2-TZVPD basis set", "energy_ha": -577.73578, "smiles": "CC[C@@H]1PC1(C)C", "molar_mass_da": 116.1, "lumo_energy_ev": 1.016, "de_lowest_ev": 0.000, "total_charge": 0, "symbols": ["H", "C", "P", "H", "C", "H", "H", "H", "C", "H", "C", "H", "H", "C", "H", "C", "H", "H", "H", "H"], "positions_angstrom": [[-1.08204, 2.14293, 1.29678], [-0.07702, -0.98758, 0.09587], [-1.46581, -1.17093, 1.32141], [1.75099, -1.07434, -1.95624], [-0.22487, 0.19876, 1.00992], [-2.43465, -0.62890, 0.46761], [0.70991, -0.39124, -3.20718], [0.11478, 2.06059, 0.00365], [-0.33098, -0.93303, -1.39260], [-1.50949, 1.41181, -0.24920], [-0.70986, 1.52763, 0.47883], [1.15961, 0.58010, -1.80336], [-1.18461, -0.28933, -1.61176], [0.89981, -0.42141, -2.13672], [0.48407, 0.97465, 2.89054], [0.84381, 0.35284, 2.07299], [1.73061, 0.82344, 1.64738], [0.77338, -1.62261, 0.34085], [1.12869, -0.61608, 2.47968], [-0.57634, -1.93731, -1.74844]], "atomic_forces_ev_per_a": [[-0.037, 0.044, 0.024], [-0.116, 0.127, 0.063], [0.343, -0.066, 0.320], [0.126, -0.032, -0.010], [0.005, -0.189, -0.068], [-0.270, 0.101, -0.243], [0.074, 0.034, -0.125], [0.070, 0.112, -0.049], [0.183, 0.086, 0.079], [-0.026, 0.048, -0.033], [-0.018, -0.208, -0.095], [0.074, 0.126, 0.011], [-0.057, -0.075, 0.016], [-0.222, -0.078, -0.009], [-0.006, 0.041, 0.096], [-0.172, -0.154, -0.089], [0.110, 0.039, -0.034], [-0.048, 0.021, 0.065], [0.078, -0.032, 0.070], [-0.090, 0.056, 0.011]]}